No. 1
Computed, not measured: a cluster of 2 separate species, C12H16S in total, with ωB97M-V/def2-TZVPD.

```
! RIJCOSX wB97M-V def2-TZVPD def2/J DEFGRID3
* xyz 0 1
C 1.36 2.16 1.99
C 1.25 1.83 0.84
C 1.41 1.42 -0.45
C 0.80 2.04 -1.49
C 0.89 1.53 -2.80
C 1.78 0.52 -3.03
C 2.49 -0.04 -1.99
C 2.38 0.52 -0.76
H 1.01 2.50 2.96
H 0.21 2.80 -1.12
H 0.30 1.96 -3.57
H 2.09 0.11 -4.02
H 3.17 -0.87 -2.24
H 2.99 0.23 0.12
C -0.85 -0.38 2.01
C -1.48 -1.06 0.78
C -2.81 -1.63 1.24
C -0.50 -2.14 0.30
S -1.94 0.07 -0.64
H 0.05 0.39 1.75
H -1.57 0.07 2.62
H -0.41 -1.14 2.60
H -2.99 -2.24 2.17
H -3.28 -2.05 0.35
H -3.43 -0.79 1.47
H 0.38 -1.52 0.21
H -0.40 -2.93 1.15
H -0.72 -2.52 -0.65
H -2.18 1.16 0.21
*
```

Output
SMILES string = C#Cc1ccccc1.CC(C)(C)S
ΔE to the lowest compared entry with this formula, charge and spin = 2.5838 eV
LUMO energy = 0.7 eV

=====

No. 2
Computed, not measured: a structure of composition C12H17AlFN2O5, with ωB97M-V/def2-TZVPD.

```
! RIJCOSX wB97M-V def2-TZVPD def2/J DEFGRID3
* xyz 3 1
C 5.05 -0.21 3.45
C 3.98 0.60 2.97
O 2.89 1.28 2.24
C 2.10 0.29 1.44
O 1.58 -0.75 2.13
N 1.82 0.41 -0.04
C 2.13 -0.85 -0.82
C 0.99 -0.95 -2.01
C -0.34 -1.82 -1.60
C -0.85 -1.62 -0.06
C -2.52 -1.73 0.09
C -3.04 -0.16 0.32
O -4.45 0.04 -0.04
C -5.03 1.13 0.80
C 2.42 1.66 -0.66
O 3.45 1.72 -1.50
N 1.73 2.99 -0.28
C 0.54 3.15 -1.20
O 0.82 3.30 -2.52
F -0.89 3.18 -0.77
H 5.82 -1.08 3.74
H 2.04 -1.84 -0.19
H 3.19 -0.87 -1.33
H 0.69 0.13 -2.36
H 1.51 -1.48 -2.95
H -1.21 -1.46 -2.33
H -0.17 -2.97 -1.79
H -0.37 -2.48 0.60
H -0.57 -0.60 0.44
H -2.98 -2.23 -0.86
H -2.78 -2.30 1.10
H -2.90 0.10 1.45
H -2.33 0.54 -0.33
H -4.52 2.18 0.57
H -4.88 0.94 1.94
H -6.17 1.24 0.51
H 2.39 3.79 -0.40
Al 0.83 -3.26 0.25
*
```

Output
LUMO energy = -16.9 eV

=====

No. 3
Computed, not measured: a cluster of 2 separate species, C12H17BClN3O7S in total, with ωB97M-V/def2-TZVPD.

```
! RIJCOSX wB97M-V def2-TZVPD def2/J DEFGRID3
* xyz 0 1
C -4.43 0.20 0.55
C -3.48 -1.05 0.25
C -2.45 -0.57 -0.84
C -1.40 -1.66 -1.28
N -0.19 -1.74 -0.42
N 0.87 -0.98 -0.89
C 0.78 0.26 -1.47
C 1.94 1.04 -1.91
C 3.27 0.48 -1.73
C 4.55 1.27 -2.17
O 4.93 1.25 -3.30
O 5.29 1.97 -1.23
B 4.47 2.67 -0.27
C 3.91 2.05 1.11
O 4.18 4.00 -0.54
C 3.37 -0.87 -1.12
N 4.63 -1.55 -0.93
C 5.34 -1.04 -0.04
S 6.40 -0.47 0.99
C 2.14 -1.54 -0.71
H -4.56 0.78 -0.41
H -3.99 0.91 1.29
H -5.45 -0.12 0.89
H -4.17 -1.83 -0.19
H -3.02 -1.38 1.22
H -1.98 0.39 -0.46
H -3.03 -0.29 -1.77
H -1.92 -2.66 -1.24
H -1.13 -1.47 -2.36
H -0.39 -1.57 0.56
H -0.22 0.73 -1.64
H 1.85 2.06 -2.36
H 4.69 2.05 1.92
H 3.55 0.99 1.01
H 3.02 2.66 1.42
H 3.81 4.45 0.24
H 2.25 -2.54 -0.24
O -6.40 -0.44 4.70
Cl -6.69 -1.37 3.62
O -6.58 -0.67 2.35
O -8.02 -1.90 3.77
O -5.73 -2.45 3.65
*
```

Output
LUMO energy = -3.4 eV

=====

No. 4
Computed, not measured: a cluster of 2 separate species, C12H17BN2O10 in total, with ωB97M-V/def2-TZVPD.

```
! RIJCOSX wB97M-V def2-TZVPD def2/J DEFGRID3
* xyz 0 1
C -1.64 -1.11 2.82
C -2.09 -2.36 2.14
O -3.21 -2.60 1.80
O -1.08 -3.29 1.96
C -1.11 -4.02 0.74
C 0.08 -3.64 -0.13
N 0.26 -2.17 -0.12
C -0.45 -1.43 -1.22
C -0.49 0.03 -0.76
N 0.80 0.59 -0.43
C 1.64 -0.24 0.40
C 1.69 -1.68 -0.10
H -1.73 -1.25 3.91
H -2.30 -0.29 2.53
H -0.60 -0.83 2.62
H -1.04 -5.09 0.96
H -2.07 -3.87 0.24
H 1.01 -4.11 0.22
H -0.11 -3.97 -1.15
H -0.15 -1.80 0.75
H 0.10 -1.60 -2.15
H -1.46 -1.84 -1.30
H -0.91 0.64 -1.56
H -1.17 0.10 0.09
H 1.27 0.99 -1.23
H 2.65 0.17 0.47
H 1.24 -0.23 1.42
H 2.04 -1.70 -1.14
H 2.31 -2.34 0.51
B 0.50 3.82 -0.93
O 1.30 3.46 0.26
C 0.56 2.81 1.13
O 0.92 2.34 2.18
C -0.86 2.70 0.53
O -1.75 2.07 1.04
O -0.87 3.30 -0.63
O 0.50 5.25 -1.20
C 0.98 5.48 -2.42
O 1.11 6.54 -2.94
C 1.33 4.10 -3.04
O 1.78 3.90 -4.13
O 1.03 3.17 -2.14
*
```

Output
LUMO energy = -0.5 eV

=====

No. 5
Computed, not measured: a structure of composition C12H17BN6NiO, with ωB97M-V/def2-TZVPD.

```
! RIJCOSX wB97M-V def2-TZVPD def2/J DEFGRID3
* xyz 0 3
H 0.94 3.11 0.30
N 0.55 1.62 -1.17
B 0.17 0.35 -3.37
N 0.54 1.64 -2.57
C 0.91 2.86 -2.99
Ni 0.19 0.01 -0.19
H 0.99 3.07 -4.05
C 1.13 3.67 -1.87
H 1.43 4.70 -1.87
C 0.89 2.86 -0.75
H 0.23 0.49 -4.55
C -0.79 -1.43 1.19
H -0.71 -1.63 2.26
H 0.08 -1.89 0.68
H -1.69 -1.92 0.81
N -1.25 -0.03 -2.87
N 1.14 -0.75 -2.84
N -1.48 -0.18 -1.50
N 1.23 -0.99 -1.46
C -2.41 -0.25 -3.54
C 2.02 -1.55 -3.47
H -2.43 -0.16 -4.62
H 2.14 -1.49 -4.55
C -3.39 -0.55 -2.61
C 2.68 -2.34 -2.52
C -2.78 -0.51 -1.36
C 2.15 -1.97 -1.28
H -4.43 -0.78 -2.82
H 3.43 -3.08 -2.70
H -3.21 -0.73 -0.39
H 2.38 -2.34 -0.29
H -0.92 -0.33 1.09
C 1.30 0.38 2.63
C 1.61 0.33 1.14
O 2.73 0.49 0.71
H 0.22 0.35 2.84
H 1.73 1.30 3.05
H 1.77 -0.51 3.09
*
```

Output
ΔE to the lowest compared entry with this formula, charge and spin = 0.1762 eV
LUMO energy (alpha / beta) = 0.7 / 0.3 eV

=====

No. 6
Computed, not measured: a structure of composition C12H17BN6O2Pd, with ωB97M-V/def2-TZVPD.

```
! RIJCOSX wB97M-V def2-TZVPD def2/J DEFGRID3
* xyz 0 3
H -3.69 0.47 -0.37
N -1.59 0.76 -0.47
B 0.81 1.71 -1.45
N -0.75 1.47 -1.38
C -1.54 2.35 -2.01
Pd -1.51 0.33 1.59
H -1.08 3.15 -2.56
C -2.87 2.10 -1.71
H -3.72 2.65 -2.04
C -2.87 1.02 -0.81
H 1.05 2.78 -1.99
C 1.79 -4.69 1.94
H 1.52 -4.97 2.96
H 1.49 -3.65 1.80
H 2.87 -4.74 1.85
N 1.69 0.63 -2.40
N 1.14 1.74 0.06
N 1.35 -0.62 -2.04
N 0.53 0.98 1.09
C 2.73 0.55 -3.39
C 1.75 2.79 0.66
H 3.24 1.35 -3.96
H 2.07 3.62 0.08
C 3.01 -0.82 -3.54
C 1.73 2.61 2.04
C 2.14 -1.51 -2.64
C 0.96 1.46 2.27
H 3.72 -1.29 -4.20
H 2.16 3.22 2.80
H 2.10 -2.59 -2.48
H 0.62 1.01 3.19
H 1.31 -5.30 1.24
C -3.02 -2.17 1.89
O -3.83 -0.85 2.64
C -3.17 0.27 2.67
O -3.39 1.30 3.31
H -3.05 -2.88 2.72
H -2.01 -1.85 1.56
H -3.71 -2.40 1.08
*
```

Output
ΔE to the lowest compared entry with this formula, charge and spin = 4.7843 eV
LUMO energy (alpha / beta) = 0.2 / -2.3 eV